(1)
Entry from the Open Molecules 2025 dataset: a 10-piece molecular cluster, C60H180N30O10P10 overall in a non-equilibrium geometry (the ωB97M-V functional and the def2-TZVPD basis).

Each line ends with the Mulliken charge.
CARTESIAN COORDINATES (ANGSTROEM)
O (-5.28, 6.98, -5.53)  -0.903
P (-4.93, 5.63, -5.01)  0.424
N (-3.46, 5.09, -5.54)  0.249
C (-2.31, 5.93, -5.62)  -1.051
C (-3.10, 3.67, -5.77)  -0.907
N (-5.97, 4.35, -5.46)  0.442
C (-6.03, 3.97, -6.92)  -1.146
C (-7.29, 4.39, -4.90)  -0.835
N (-4.82, 5.49, -3.33)  0.547
C (-3.76, 4.76, -2.55)  -0.886
C (-5.53, 6.43, -2.45)  -1.207
H (-2.04, 6.09, -6.66)  0.305
H (-1.49, 5.52, -5.02)  0.261
H (-2.59, 6.90, -5.20)  0.451
H (-3.96, 3.01, -5.66)  0.343
H (-2.50, 3.25, -4.96)  0.233
H (-2.59, 3.48, -6.71)  0.265
H (-5.11, 4.35, -7.36)  0.260
H (-5.93, 2.89, -6.85)  0.353
H (-6.84, 4.31, -7.56)  0.354
H (-7.62, 3.35, -4.82)  0.284
H (-7.19, 4.84, -3.92)  0.197
H (-8.04, 4.93, -5.49)  0.251
H (-4.23, 4.45, -1.61)  0.410
H (-3.54, 3.77, -2.94)  -0.125
H (-2.91, 5.41, -2.33)  0.410
H (-6.22, 6.92, -3.14)  0.480
H (-4.83, 7.16, -2.06)  0.424
H (-6.30, 6.11, -1.74)  0.258
O (0.38, 1.70, 0.14)  -0.821
P (-0.37, 0.41, 0.43)  -0.129
N (-0.04, -0.86, -0.73)  1.223
C (-0.45, -2.22, -0.61)  -0.855
C (0.44, -0.46, -2.07)  -1.007
N (-2.10, 0.69, 0.29)  0.852
C (-3.17, -0.19, 0.89)  -1.155
C (-2.74, 1.78, -0.40)  -1.012
N (-0.21, -0.30, 2.01)  0.680
C (1.03, -1.12, 2.54)  -0.859
C (-0.71, 0.57, 3.09)  -0.887
H (0.41, -2.86, -0.82)  0.018
H (-1.19, -2.39, -1.40)  0.175
H (-1.09, -2.33, 0.26)  0.290
H (0.47, 0.62, -2.25)  0.205
H (-0.04, -0.94, -2.93)  0.245
H (1.51, -0.58, -2.19)  -0.051
H (-3.81, -0.63, 0.12)  0.330
H (-2.72, -1.11, 1.26)  0.376
H (-3.69, 0.28, 1.73)  0.293
H (-2.94, 1.40, -1.40)  0.208
H (-3.57, 2.14, 0.21)  0.340
H (-2.06, 2.55, -0.75)  0.021
H (0.84, -1.31, 3.59)  0.292
H (1.04, -2.14, 2.15)  0.001
H (2.03, -0.79, 2.26)  0.425
H (-0.71, 0.09, 4.07)  0.238
H (-1.68, 1.00, 2.86)  0.108
H (0.01, 1.36, 3.34)  0.512
O (-7.55, 4.76, 4.65)  -0.890
P (-7.27, 5.43, 3.41)  0.199
N (-7.40, 7.13, 3.45)  0.125
C (-7.42, 7.81, 4.78)  -1.032
C (-7.05, 8.00, 2.24)  -1.028
N (-8.24, 4.87, 2.16)  0.347
C (-9.61, 4.42, 2.43)  -1.016
C (-7.95, 5.18, 0.75)  -1.047
N (-5.73, 5.02, 2.98)  0.436
C (-5.39, 3.65, 3.30)  -1.528
C (-4.50, 5.99, 2.71)  -0.869
H (-8.12, 7.27, 5.42)  0.275
H (-7.57, 8.87, 4.58)  0.392
H (-6.48, 7.52, 5.24)  0.338
H (-6.72, 7.54, 1.31)  0.263
H (-6.19, 8.62, 2.50)  0.453
H (-7.91, 8.64, 2.03)  0.345
H (-9.61, 3.93, 3.40)  0.289
H (-10.33, 5.24, 2.46)  0.355
H (-9.96, 3.83, 1.58)  0.307
H (-6.90, 5.24, 0.47)  0.229
H (-8.48, 4.51, 0.07)  0.455
H (-8.40, 6.12, 0.42)  0.365
H (-4.53, 3.24, 2.77)  0.606
H (-5.31, 3.47, 4.37)  0.308
H (-6.23, 3.04, 2.99)  0.381
H (-4.03, 5.88, 1.74)  0.270
H (-3.62, 5.63, 3.25)  0.355
H (-4.61, 7.04, 3.00)  0.289
O (2.45, -7.54, 5.83)  -0.870
P (2.27, -7.36, 4.42)  0.165
N (1.13, -8.50, 3.92)  0.201
C (1.63, -9.86, 3.80)  -1.034
C (-0.28, -8.41, 4.36)  -1.023
N (3.54, -7.57, 3.41)  0.409
C (4.77, -7.99, 4.07)  -1.094
C (3.70, -6.77, 2.22)  -0.927
N (1.63, -5.82, 4.02)  0.672
C (0.72, -5.67, 2.93)  -1.426
C (2.06, -4.56, 4.62)  -1.127
H (2.37, -9.80, 3.00)  0.254
H (0.94, -10.65, 3.50)  0.383
H (2.05, -10.17, 4.76)  0.343
H (-0.71, -7.40, 4.34)  0.283
H (-0.41, -8.94, 5.30)  0.372
H (-0.84, -9.13, 3.77)  0.357
H (5.62, -8.13, 3.40)  0.356
H (5.00, -7.31, 4.88)  0.343
H (4.86, -8.95, 4.59)  0.296
H (2.71, -6.61, 1.79)  0.101
H (4.15, -5.84, 2.56)  0.440
H (4.36, -7.31, 1.53)  0.394
H (0.79, -6.47, 2.18)  0.613
H (-0.33, -5.63, 3.20)  0.288
H (0.96, -4.82, 2.30)  0.111
H (2.60, -4.67, 5.57)  0.232
H (1.14, -4.08, 4.94)  0.472
H (2.60, -3.87, 3.98)  0.376
O (3.74, -3.10, -4.69)  0.048
P (3.35, -3.23, -6.10)  -0.796
N (1.83, -3.99, -6.18)  0.332
C (0.72, -3.59, -5.29)  -0.720
C (1.34, -4.59, -7.49)  -0.977
N (4.49, -4.27, -6.88)  0.287
C (5.53, -5.14, -6.19)  -0.864
C (4.50, -4.34, -8.34)  -1.182
N (3.31, -1.74, -6.99)  0.565
C (4.53, -0.97, -6.79)  -1.049
C (2.21, -0.90, -7.30)  -0.930
H (1.13, -3.02, -4.45)  0.066
H (0.23, -4.50, -4.96)  0.410
H (-0.02, -3.02, -5.86)  0.211
H (0.34, -5.02, -7.40)  0.393
H (1.94, -5.44, -7.81)  0.229
H (1.27, -3.73, -8.14)  0.317
H (5.78, -5.89, -6.94)  0.390
H (6.25, -4.44, -5.76)  0.294
H (5.19, -5.59, -5.26)  0.134
H (5.41, -3.90, -8.75)  0.361
H (4.32, -5.34, -8.71)  0.387
H (3.78, -3.57, -8.63)  0.366
H (4.63, -0.17, -7.52)  0.421
H (4.56, -0.69, -5.74)  0.154
H (5.49, -1.48, -6.74)  0.323
H (2.38, -0.18, -8.10)  0.432
H (1.77, -0.31, -6.49)  0.330
H (1.43, -1.54, -7.69)  -0.407
O (6.39, -3.93, 0.91)  -0.949
P (5.52, -3.88, -0.30)  0.421
N (3.81, -3.66, 0.12)  0.988
C (2.71, -4.14, -0.67)  -0.644
C (3.43, -2.60, 1.08)  0.004
N (5.53, -5.12, -1.55)  0.700
C (6.51, -5.07, -2.68)  -0.935
C (5.00, -6.43, -1.37)  -0.811
N (5.82, -2.54, -1.23)  0.398
C (7.24, -2.09, -1.44)  -1.151
C (4.84, -1.87, -2.07)  -1.288
H (1.88, -4.45, -0.04)  0.254
H (2.85, -5.00, -1.32)  0.348
H (2.34, -3.37, -1.35)  -0.567
H (2.91, -1.84, 0.50)  0.141
H (4.34, -2.20, 1.51)  0.441
H (2.68, -2.95, 1.78)  -0.837
H (6.54, -4.08, -3.14)  0.042
H (7.51, -5.31, -2.34)  0.318
H (6.26, -5.67, -3.55)  0.405
H (4.55, -6.89, -2.25)  0.319
H (5.74, -7.10, -0.95)  0.351
H (4.13, -6.35, -0.72)  -0.011
H (7.90, -2.38, -0.62)  0.258
H (7.64, -2.32, -2.44)  0.344
H (7.30, -1.00, -1.49)  0.424
H (4.68, -0.85, -1.70)  0.259
H (3.87, -2.35, -2.22)  0.029
H (5.24, -1.57, -3.04)  0.746
O (-4.31, 0.84, -7.24)  -0.831
P (-3.75, -0.41, -6.73)  -0.363
N (-4.60, -1.84, -7.19)  0.344
C (-4.03, -3.07, -6.66)  -0.931
C (-6.00, -1.86, -7.46)  -0.999
N (-3.98, -0.53, -5.05)  0.704
C (-3.06, -1.11, -4.10)  -0.933
C (-5.11, 0.28, -4.42)  -1.041
N (-2.14, -0.64, -6.97)  0.806
C (-1.57, -1.43, -8.17)  -0.585
C (-1.23, 0.46, -6.46)  -0.072
H (-4.39, -3.89, -7.28)  0.379
H (-4.32, -3.27, -5.63)  0.303
H (-2.94, -3.06, -6.60)  0.086
H (-6.33, -1.07, -8.13)  0.298
H (-6.63, -1.68, -6.60)  0.323
H (-6.27, -2.77, -8.01)  0.356
H (-2.15, -0.52, -3.98)  0.271
H (-3.46, -1.40, -3.12)  0.398
H (-2.77, -1.99, -4.66)  0.123
H (-4.62, 1.23, -4.17)  0.300
H (-5.98, 0.37, -5.08)  0.200
H (-5.31, -0.04, -3.39)  0.413
H (-0.49, -1.59, -8.12)  -0.009
H (-2.19, -2.30, -8.37)  0.460
H (-1.87, -0.98, -9.12)  0.406
H (-1.49, 1.18, -5.68)  0.194
H (-1.20, 0.99, -7.41)  0.624
H (-0.18, 0.19, -6.33)  -0.764
O (7.12, -1.79, 7.15)  -0.855
P (5.71, -1.36, 7.16)  0.123
N (5.05, -1.44, 5.57)  0.774
C (3.81, -0.67, 5.15)  -0.439
C (5.75, -2.11, 4.50)  -1.000
N (5.48, 0.25, 7.74)  0.362
C (5.75, 0.64, 9.10)  -1.226
C (5.85, 1.29, 6.71)  -1.141
N (4.59, -2.36, 8.00)  0.315
C (4.81, -3.82, 8.08)  -1.046
C (3.14, -2.02, 7.99)  -1.187
H (3.40, -1.06, 4.21)  -0.565
H (4.21, 0.32, 4.94)  0.312
H (3.23, -0.42, 6.03)  0.581
H (4.96, -2.36, 3.79)  0.149
H (6.10, -3.11, 4.77)  0.256
H (6.61, -1.50, 4.21)  0.245
H (4.90, 0.45, 9.76)  0.275
H (6.68, 0.23, 9.49)  0.350
H (5.76, 1.73, 9.22)  0.511
H (6.05, 0.78, 5.77)  0.390
H (5.01, 1.96, 6.50)  0.218
H (6.68, 1.89, 7.09)  0.465
H (5.06, -4.10, 9.10)  0.311
H (3.83, -4.26, 7.89)  0.379
H (5.37, -4.28, 7.27)  0.302
H (2.84, -2.21, 6.96)  0.250
H (3.01, -0.94, 8.10)  0.397
H (2.48, -2.56, 8.67)  0.510
O (1.09, 2.29, -3.98)  -0.163
P (2.02, 3.50, -3.92)  -0.576
N (3.63, 3.10, -3.45)  0.633
C (4.50, 4.03, -2.85)  -1.079
C (4.23, 1.73, -3.67)  -1.611
N (1.63, 4.79, -2.80)  0.457
C (1.29, 4.51, -1.46)  -1.032
C (2.10, 6.20, -3.12)  -1.033
N (2.12, 4.20, -5.44)  0.369
C (3.32, 4.52, -6.22)  -1.077
C (0.82, 4.33, -6.18)  -1.108
H (4.65, 4.86, -3.53)  0.279
H (5.48, 3.63, -2.58)  0.362
H (4.12, 4.56, -1.98)  0.279
H (3.78, 1.26, -4.55)  0.102
H (4.12, 1.06, -2.82)  0.823
H (5.31, 1.69, -3.80)  0.466
H (1.87, 3.76, -0.92)  0.358
H (1.57, 5.39, -0.88)  0.491
H (0.21, 4.36, -1.48)  0.002
H (2.00, 6.51, -4.16)  0.236
H (1.69, 6.98, -2.47)  0.443
H (3.17, 6.23, -2.87)  0.366
H (3.04, 4.64, -7.27)  0.495
H (3.84, 5.42, -5.89)  0.275
H (4.02, 3.69, -6.19)  0.257
H (0.91, 5.28, -6.71)  0.608
H (-0.09, 4.36, -5.57)  -0.106
H (0.61, 3.53, -6.88)  0.370
O (0.45, 1.50, 8.27)  -0.868
P (-1.04, 1.59, 8.63)  0.518
N (-1.47, 2.83, 9.69)  0.324
C (-2.81, 3.23, 9.91)  -1.106
C (-0.43, 3.35, 10.66)  -1.011
N (-1.63, 0.27, 9.57)  0.413
C (-0.81, -0.48, 10.38)  -1.220
C (-3.05, -0.03, 9.58)  -1.147
N (-2.06, 1.94, 7.24)  0.382
C (-2.19, 0.74, 6.42)  -1.639
C (-1.94, 3.12, 6.31)  -0.935
H (-3.52, 2.82, 9.19)  0.342
H (-3.03, 4.29, 9.79)  0.323
H (-3.11, 2.83, 10.88)  0.342
H (0.57, 3.18, 10.27)  0.259
H (-0.39, 2.67, 11.51)  0.348
H (-0.56, 4.41, 10.88)  0.319
H (0.24, -0.19, 10.37)  0.287
H (-1.11, -0.65, 11.41)  0.305
H (-0.80, -1.45, 9.87)  0.452
H (-3.16, -1.11, 9.48)  0.357
H (-3.50, 0.30, 10.51)  0.242
H (-3.53, 0.53, 8.78)  0.438
H (-2.51, -0.17, 6.93)  0.402
H (-2.93, 0.83, 5.63)  0.423
H (-1.28, 0.50, 5.88)  0.496
H (-1.09, 3.12, 5.62)  0.301
H (-1.72, 3.97, 6.96)  0.331
H (-2.86, 3.21, 5.73)  0.302

Summary:
- E_tot (a.u.) = -8202.74183
- energy relative to the best compared isomer or geometry (same formula, charge and spin) (eV) = 11.781
- HOMO level (eV) = -7.6281
- SMILES = CN(C)P(=O)(N(C)C)N(C)C.CN(C)P(=O)(N(C)C)N(C)C.CN(C)P(=O)(N(C)C)N(C)C.CN(C)P(=O)(N(C)C)N(C)C.CN(C)P(=O)(N(C)C)N(C)C.CN(C)P(=O)(N(C)C)N(C)C.CN(C)P(=O)(N(C)C)N(C)C.CN(C)P(=O)(N(C)C)N(C)C.CN(C)P(=O)(N(C)C)N(C)C.CN(C)P(=O)(N(C)C)N(C)C
- lowest unoccupied orbital energy (eV) = 0.28
- gap between HOMO and LUMO (eV) = 7.90

***

(2)
Entry from the Open Molecules 2025 dataset: C60H39Cl4N8STi as an isolated structure in a non-equilibrium geometry (the ωB97M-V functional and the def2-TZVPD basis).

Each line ends with the Mulliken spin population.
CARTESIAN COORDINATES (ANGSTROEM)
Ti (-0.05, -0.16, 0.43)  -0.063
Cl (-7.16, -2.40, -5.36)  0.000
C (-5.79, -1.91, -4.40)  0.001
C (-5.24, -0.65, -4.60)  0.001
C (-4.16, -0.26, -3.82)  -0.003
C (-3.64, -1.11, -2.84)  0.021
C (-4.23, -2.36, -2.66)  0.009
C (-5.30, -2.77, -3.44)  0.010
C (-2.60, -0.63, -1.92)  0.053
C (-1.37, -0.17, -2.40)  0.016
C (-1.06, 0.00, -3.78)  -0.054
C (0.02, 0.82, -3.84)  0.036
C (0.41, 1.08, -2.48)  -0.024
C (1.44, 1.95, -2.09)  0.074
C (2.13, 2.76, -3.10)  0.006
C (2.79, 2.20, -4.19)  0.040
C (3.44, 2.98, -5.12)  -0.009
C (3.45, 4.36, -4.96)  0.011
Cl (4.31, 5.35, -6.09)  0.001
C (2.79, 4.95, -3.89)  -0.004
C (2.13, 4.15, -2.98)  0.025
C (1.86, 2.06, -0.75)  0.023
N (1.32, 1.41, 0.33)  0.014
C (2.19, 1.63, 1.37)  0.084
C (1.96, 1.30, 2.71)  0.037
C (3.04, 1.53, 3.69)  0.011
C (2.99, 2.63, 4.54)  -0.003
C (3.98, 2.86, 5.47)  0.002
C (5.03, 1.97, 5.56)  0.001
Cl (6.27, 2.24, 6.74)  0.000
C (5.11, 0.87, 4.72)  0.007
C (4.12, 0.66, 3.79)  -0.003
C (0.68, 0.99, 3.17)  0.013
C (0.26, 1.12, 4.53)  -0.030
C (-1.09, 1.15, 4.51)  0.022
C (-1.49, 0.94, 3.15)  0.004
N (-0.39, 0.80, 2.35)  0.065
C (-2.80, 0.96, 2.67)  0.080
C (-3.13, 0.49, 1.38)  0.040
C (-4.47, 0.25, 0.97)  0.061
C (-4.40, -0.33, -0.26)  0.045
C (-3.02, -0.38, -0.60)  0.071
N (-2.25, 0.09, 0.42)  0.011
C (-3.87, 1.58, 3.46)  -0.003
C (-4.58, 2.65, 2.89)  0.018
C (-5.54, 3.33, 3.60)  -0.002
C (-5.81, 2.95, 4.91)  0.012
Cl (-7.00, 3.81, 5.82)  0.001
C (-5.15, 1.88, 5.49)  -0.007
C (-4.19, 1.20, 4.76)  0.022
C (3.28, 2.44, 0.95)  0.055
C (3.06, 2.73, -0.37)  0.078
N (-0.43, 0.45, -1.62)  0.095
H (-5.66, 0.02, -5.33)  0.000
H (-3.75, 0.72, -3.94)  0.004
H (-3.86, -3.01, -1.89)  -0.017
H (-5.75, -3.73, -3.29)  0.000
H (-1.63, -0.40, -4.60)  0.000
H (0.48, 1.21, -4.72)  0.006
H (2.82, 1.12, -4.28)  0.011
H (3.94, 2.54, -5.96)  0.000
H (2.80, 6.03, -3.77)  0.000
H (1.60, 4.61, -2.16)  -0.003
H (2.16, 3.32, 4.45)  0.002
H (3.93, 3.72, 6.12)  0.000
H (5.95, 0.19, 4.81)  0.000
H (4.16, -0.20, 3.13)  -0.001
H (0.92, 1.24, 5.37)  0.000
H (-1.75, 1.31, 5.34)  0.005
H (-5.35, 0.48, 1.54)  0.008
H (-5.22, -0.66, -0.87)  0.000
H (-4.34, 2.94, 1.88)  -0.004
H (-6.08, 4.15, 3.16)  0.000
H (-5.38, 1.58, 6.50)  0.000
H (-3.70, 0.34, 5.19)  0.001
H (4.06, 2.79, 1.59)  0.000
H (3.68, 3.31, -1.02)  0.001
S (1.27, -5.45, -5.00)  0.072
N (0.08, -5.32, -3.88)  0.022
C (0.35, -4.28, -3.10)  -0.002
C (-0.42, -3.82, -1.99)  0.076
C (-1.50, -4.51, -1.48)  0.027
C (-2.13, -4.02, -0.34)  0.214
C (-1.72, -2.81, 0.19)  -0.068
N (-0.72, -2.09, -0.29)  0.123
C (-0.01, -2.61, -1.34)  0.074
C (1.23, -2.01, -1.65)  0.125
N (1.67, -1.02, -0.82)  0.107
C (2.90, -0.57, -1.00)  -0.066
C (3.73, -0.95, -2.05)  0.176
C (3.29, -1.92, -2.94)  -0.034
C (2.05, -2.51, -2.71)  0.104
C (1.56, -3.61, -3.47)  0.006
N (2.17, -4.17, -4.51)  0.042
H (-1.81, -5.43, -1.95)  -0.004
H (-2.95, -4.56, 0.12)  0.005
H (-2.22, -2.41, 1.07)  0.000
H (3.29, 0.11, -0.26)  -0.004
H (4.71, -0.50, -2.15)  0.001
H (3.89, -2.25, -3.77)  -0.003
C (1.06, -3.97, 2.78)  0.003
C (1.41, -3.04, 1.61)  0.000
C (2.93, -2.93, 1.50)  -0.011
C (0.76, -1.67, 1.85)  0.029
H (1.58, -4.92, 2.69)  -0.001
H (-0.01, -4.18, 2.80)  0.002
H (1.35, -3.51, 3.72)  0.000
H (1.04, -3.52, 0.70)  -0.003
H (3.35, -2.60, 2.45)  -0.001
H (3.23, -2.23, 0.72)  0.007
H (3.36, -3.91, 1.26)  0.000
H (1.44, -1.13, 2.52)  -0.001
H (-0.18, -1.85, 2.42)  -0.003

Summary:
- ⟨S²⟩ = 2.08
- E_tot (a.u.) = -5836.53142
- charge = -1
- energy relative to the best compared isomer or geometry (same formula, charge and spin) (eV) = 0.000
- HOMO level (alpha / beta) (eV) = -2.7873 / -4.4728
- lowest unoccupied orbital energy (alpha / beta) (eV) = 1.39 / 1.16
- multiplicity = 3
- gap between HOMO and LUMO (alpha / beta) (eV) = 4.18 / 5.63